{"formula": "C6H24N12O6", "method": "the ωB97M-V functional and the def2-TZVPD basis", "symbols": ["C", "O", "N", "N", "H", "H", "H", "H", "C", "O", "N", "N", "H", "H", "H", "H", "C", "O", "N", "N", "H", "H", "H", "H", "C", "O", "N", "N", "H", "H", "H", "H", "C", "O", "N", "N", "H", "H", "H", "H", "C", "O", "N", "N", "H", "H", "H", "H"], "xyz": [[0.90577, -0.63754, 1.25277], [1.09038, -1.12895, 2.30215], [1.64219, -0.77332, 0.17578], [-0.25128, -0.20039, 0.97699], [2.63159, -0.97596, 0.18646], [1.27221, -0.42791, -0.69823], [-1.02425, -0.39332, 1.59779], [-0.39528, 0.24968, 0.08435], [-0.41102, 1.07619, -3.29247], [-0.35411, 0.58596, -2.13074], [-1.46315, 1.05699, -4.08425], [0.58350, 1.76712, -3.79115], [-2.30551, 0.61278, -3.74777], [-1.57760, 1.55026, -4.95814], [0.48711, 2.12199, -4.73183], [1.46522, 1.94832, -3.33309], [2.62429, 2.60586, 3.61016], [1.57666, 2.89732, 4.15688], [3.68190, 3.38556, 3.43194], [2.85276, 1.44274, 3.09078], [3.75137, 4.26763, 3.91899], [4.48344, 3.10859, 2.88337], [3.67888, 1.31759, 2.52335], [2.09146, 0.78043, 3.13402], [-3.84926, -3.38696, 2.57429], [-4.80719, -2.72807, 2.99201], [-2.75936, -2.85389, 2.21579], [-3.73074, -4.68544, 2.74301], [-1.91794, -3.31188, 2.53573], [-2.82528, -1.84638, 2.18971], [-4.47315, -5.11662, 3.27500], [-2.94705, -5.27320, 2.49709], [-3.98675, -0.35613, -0.99709], [-3.85856, -1.48316, -1.53716], [-3.09578, 0.54018, -1.00093], [-5.08431, -0.06174, -0.32908], [-3.37346, 1.46016, -0.69008], [-2.22756, 0.57907, -1.51549], [-5.21433, 0.89345, -0.02776], [-5.89609, -0.66260, -0.32076], [4.19803, -0.21243, -1.88690], [4.35571, -1.23091, -1.22070], [4.17850, 0.96998, -1.35310], [4.05206, -0.13375, -3.12587], [4.49942, 1.05417, -0.39915], [3.77915, 1.68462, -1.94463], [4.12638, 0.81115, -3.47479], [3.82095, -0.88734, -3.75737]], "atomic_forces_ev_per_a": [[0.718, -1.709, -2.088], [2.500, -1.988, 5.977], [2.802, 0.290, -2.455], [-6.021, 3.360, -1.635], [-0.049, -0.132, 0.079], [0.226, 0.007, -0.039], [0.413, 0.357, -0.228], [-0.582, -0.104, 0.132], [1.437, 0.085, 2.833], [-0.883, 0.041, -1.081], [-3.390, -1.007, -0.905], [1.466, 1.054, -1.357], [0.199, -0.133, -0.010], [0.549, -0.002, 0.312], [0.368, 0.120, -0.005], [0.171, -0.153, 0.341], [-1.321, 0.733, 0.590], [-0.267, 0.736, 0.696], [2.280, 3.244, 0.306], [0.030, -3.600, -1.340], [-0.196, -0.233, -0.258], [-0.326, 0.056, 0.310], [-0.563, -0.610, 0.140], [0.280, -0.442, -0.427], [-3.440, 0.437, 3.223], [-0.773, -0.467, -0.878], [4.774, 3.188, -2.212], [-1.333, -4.049, 0.756], [0.176, 0.593, -0.480], [0.577, -0.152, -0.011], [0.194, -0.026, -0.245], [-0.197, 0.511, -0.174], [-1.400, -6.555, -2.114], [-0.054, 1.192, 0.411], [3.538, 5.313, 0.208], [-2.818, 1.316, 1.662], [0.213, -0.075, 0.126], [0.416, -0.915, -0.155], [-0.238, -0.343, 0.124], [0.542, -0.018, -0.149], [0.808, -2.915, 4.501], [0.057, -1.211, 0.568], [0.348, 3.095, 2.389], [-0.700, -0.154, -7.302], [-0.417, 0.421, -0.319], [0.041, 0.942, 0.788], [-0.297, -0.221, -0.990], [0.145, 0.124, 0.386]], "multiplicity": 2, "e_homo_ev": [-0.21, -6.88], "orbital_gap_ev": [2.8, 9.5], "lumo_ev": [2.642, 2.592], "charge": -1}

{"formula": "C6H24N12O6", "method": "the ωB97M-V functional and the def2-TZVPD basis", "symbols": ["N", "C", "N", "O", "H", "H", "H", "H", "N", "C", "N", "O", "H", "H", "H", "H", "N", "C", "N", "O", "H", "H", "H", "H", "N", "C", "N", "O", "H", "H", "H", "H", "N", "C", "N", "O", "H", "H", "H", "H", "N", "C", "N", "O", "H", "H", "H", "H"], "xyz": [[-2.40286, -2.61086, -5.13937], [-3.02005, -1.55034, -5.37728], [-2.99664, -0.76515, -4.41314], [-3.70332, -1.34765, -6.36588], [-2.47583, -3.28377, -5.88902], [-1.77935, -2.60063, -4.34487], [-3.69978, -0.04098, -4.44907], [-2.76193, -1.16030, -3.51378], [-2.63610, 7.65653, 6.02268], [-1.79789, 8.10652, 6.91772], [-1.95036, 7.41315, 7.99165], [-1.12199, 9.09024, 6.69207], [-3.11840, 6.76914, 6.01714], [-2.71809, 8.22893, 5.19460], [-1.39620, 7.60358, 8.81430], [-2.08597, 6.43956, 7.75962], [0.82335, 5.66287, -1.62213], [1.37484, 5.85014, -2.72053], [1.94581, 4.80053, -3.30316], [1.52641, 6.95804, -3.11835], [0.76562, 4.75739, -1.17843], [0.42208, 6.51351, -1.25403], [1.78271, 3.99252, -2.71953], [2.47004, 4.80447, -4.16644], [-2.80681, -0.52437, 2.26273], [-2.06647, -1.40125, 1.64799], [-2.43151, -2.60134, 2.02695], [-1.16350, -1.17760, 0.86190], [-3.31037, -0.94242, 3.03200], [-2.75872, 0.47960, 2.16362], [-3.29022, -2.85518, 2.49417], [-2.00387, -3.36105, 1.51697], [5.76010, -0.57002, 0.97153], [6.14261, -0.50458, -0.26810], [5.09781, -0.62350, -1.13976], [7.30056, -0.36815, -0.58689], [6.44752, -0.31556, 1.66637], [5.07746, -1.22520, 1.32484], [4.16687, -0.75679, -0.77140], [5.17024, -0.47053, -2.13548], [-0.57145, -8.79974, -1.17319], [0.53367, -9.05340, -1.79408], [1.21254, -9.93636, -1.26956], [0.82388, -8.55993, -2.83450], [-0.68093, -9.26904, -0.28558], [-1.33563, -8.27672, -1.57640], [2.12462, -10.05288, -1.68745], [1.11550, -10.12140, -0.28141]], "atomic_forces_ev_per_a": [[3.575, -6.304, 0.125], [-3.875, 0.498, -5.129], [-0.238, 6.267, 6.526], [-0.465, 0.176, -1.733], [0.741, -0.360, 0.547], [0.181, -0.987, -0.643], [0.312, 0.052, 0.268], [-0.211, 0.657, 0.062], [-2.471, -0.735, -4.606], [0.915, 2.995, -1.915], [0.738, -2.812, 5.027], [0.591, 0.605, 0.690], [0.074, 0.430, 0.285], [0.112, -0.389, -0.009], [0.172, -0.073, -0.318], [-0.132, -0.017, 0.850], [-3.978, -1.651, 6.773], [3.831, 0.887, -4.587], [0.006, -2.644, 0.044], [0.065, 3.972, -2.241], [-0.339, 0.517, 0.194], [-0.044, -0.543, 0.493], [0.754, -0.663, -1.168], [-0.293, 0.124, 0.492], [-2.255, 2.885, 2.013], [1.799, 0.796, -1.726], [-0.072, -4.913, 0.184], [0.266, 0.127, -0.438], [-0.199, 1.033, -0.024], [0.266, -0.448, -0.017], [0.184, 0.409, -0.213], [0.009, 0.111, 0.193], [-1.060, -0.120, 5.157], [0.572, -0.376, -3.260], [-0.901, -0.219, -0.760], [0.728, 0.642, -0.658], [0.104, -0.265, -0.296], [-0.122, 0.273, -0.418], [0.251, 0.246, -0.166], [0.415, -0.183, 0.402], [-4.222, 1.097, 2.998], [-2.832, 3.669, -3.527], [6.140, -6.507, 4.305], [0.930, 2.006, -3.682], [-0.769, 0.353, -0.272], [0.483, -0.116, 0.113], [-0.041, -0.192, 0.323], [0.307, -0.309, -0.256]], "multiplicity": 1, "e_homo_ev": -9.54, "orbital_gap_ev": 9.5, "lumo_ev": -0.063, "smiles": "NC(N)=O.NC(N)=O.NC(N)=O.NC(N)=O.NC(N)=O.NC(N)=O"}

{"formula": "C6H24N12O6Ti", "method": "the ωB97M-V functional and the def2-TZVPD basis", "symbols": ["Ti", "C", "O", "N", "N", "H", "H", "H", "H", "C", "O", "N", "N", "H", "H", "H", "H", "C", "O", "N", "N", "H", "H", "H", "H", "C", "O", "N", "N", "H", "H", "H", "H", "C", "O", "N", "N", "H", "H", "H", "H", "C", "O", "N", "N", "H", "H", "H", "H"], "xyz": [[0.26342, 0.09777, 0.08086], [3.21177, -0.45938, -1.41913], [2.58250, 0.07521, -0.46252], [2.82719, -1.50464, -2.06477], [4.35164, -0.11335, -1.95502], [3.36054, -1.99629, -2.76757], [1.91305, -1.90095, -1.89928], [4.77593, 0.76567, -1.69543], [4.70036, -0.65586, -2.73232], [-1.31044, -1.61275, -2.16259], [-0.43231, -1.70233, -1.33721], [-1.29967, -2.40312, -3.10781], [-2.39928, -1.03627, -2.01427], [-1.90137, -2.34032, -3.91659], [-0.38486, -2.82537, -3.17803], [-3.10630, -1.01988, -2.73536], [-2.58641, -0.66956, -1.09198], [1.20529, 2.52318, 2.38195], [0.76064, 1.44076, 1.90941], [0.94838, 3.13803, 3.48395], [1.86740, 3.33608, 1.57862], [0.27912, 2.59560, 4.01116], [1.37456, 4.01269, 3.75496], [2.14141, 4.29470, 1.74005], [2.12504, 2.90775, 0.70099], [1.28202, -2.62628, 1.48459], [0.99475, -1.44743, 1.59905], [0.64223, -3.53092, 2.01982], [2.34469, -3.16421, 0.83083], [1.07579, -4.41268, 2.25350], [-0.19378, -3.26163, 2.51847], [2.85828, -2.46670, 0.31141], [2.48462, -4.16089, 0.91533], [-2.50250, -0.00242, 2.05406], [-1.93961, 0.11442, 0.98850], [-3.63364, 0.47947, 2.36787], [-2.05567, -0.73976, 3.00986], [-3.88861, 0.41256, 3.34287], [-4.12136, 0.96844, 1.63090], [-1.20918, -1.27193, 2.86716], [-2.56100, -0.91159, 3.86732], [-1.34438, 2.46877, -1.95495], [-0.34821, 2.14061, -1.29072], [-2.51008, 1.95752, -1.62296], [-1.52483, 3.34674, -2.90226], [-3.35935, 2.24746, -2.08641], [-2.59222, 1.66289, -0.66040], [-2.38739, 3.30215, -3.42578], [-0.77816, 3.94804, -3.22011]], "atomic_forces_ev_per_a": [[0.228, 0.234, -0.124], [-1.247, 1.552, 2.150], [0.859, -0.329, -1.351], [-3.493, -4.815, -1.305], [3.299, 2.772, 0.105], [-0.063, 0.419, 0.192], [-0.186, 0.199, 0.190], [0.154, -0.302, -0.157], [0.172, 0.701, 0.267], [1.410, -0.397, 3.255], [3.344, 1.169, 3.374], [2.003, -5.631, -7.710], [-6.300, 4.796, 2.044], [0.260, -0.155, 0.138], [-0.256, -0.354, -0.846], [0.098, 0.085, 0.435], [-0.185, 0.417, -0.293], [-0.396, -0.698, -4.460], [0.316, 0.856, 1.833], [-2.019, -0.942, 4.005], [2.164, 0.348, -2.963], [0.171, 0.816, 0.925], [-0.350, -0.510, 0.139], [-0.152, -0.423, 0.188], [0.082, 0.343, -0.082], [4.419, 2.787, -2.843], [-0.498, 1.635, -0.686], [-5.626, -5.856, 4.802], [0.496, 1.753, -0.517], [-0.513, 0.091, -0.090], [0.217, -0.416, 0.098], [0.646, -0.786, -0.094], [0.529, 0.564, -0.729], [1.715, -1.163, -0.914], [0.991, 0.712, -2.802], [-4.632, 2.847, 0.108], [3.072, -3.276, 3.364], [-0.804, 0.509, -0.634], [-0.384, 0.221, 0.764], [0.113, 0.445, 0.004], [0.180, 0.001, -0.343], [1.024, -0.941, 2.677], [0.428, 0.550, -0.699], [-3.188, -1.897, 1.375], [1.392, 2.436, -2.750], [0.161, 0.021, 0.339], [0.041, -0.374, -0.202], [0.425, 0.376, 0.009], [-0.116, -0.388, -0.185]], "multiplicity": 4, "e_homo_ev": [-4.44, -11.95], "orbital_gap_ev": [2.6, 10.0], "lumo_ev": [-1.837, -1.924], "charge": 1}

Going through the records in order, we get max |F| values of 7.3 9.9 9.8 eV/Å.
Going through the records in order, we get relative energy (zero: lowest compared OMol25 entry of this formula, charge and spin) values of 134.5 613.7 454.4 kJ/mol.